Record 1
Density functional theory data (wB97M-V/def2-TZVPD) for a cluster of 2 separate species, C8H10O2 in total.

Last column: natural (NBO) charge in e.
CARTESIAN COORDINATES (ANGSTROEM)
C (-2.903, -1.448, -0.147)  -0.26
C (-2.976, -0.514, -1.235)  -0.20
C (-2.732, 0.938, -1.088)  -0.21
C (-2.623, 1.399, 0.186)  -0.23
C (-2.754, 0.556, 1.306)  -0.21
C (-3.047, -0.839, 1.172)  -0.21
H (-3.136, -2.458, -0.665)  0.25
H (-2.661, -1.022, -2.344)  0.21
H (-2.625, 1.579, -2.042)  0.23
H (-2.194, 2.369, 0.304)  0.21
H (-2.571, 1.086, 2.270)  0.22
H (-3.125, -1.334, 2.082)  0.21
C (4.966, -0.525, 0.210)  -0.73
C (3.639, 0.148, 0.084)  0.77
O (3.394, 1.450, -0.097)  -0.58
O (2.736, -0.885, -0.288)  -0.69
H (5.930, 0.075, 0.504)  0.25
H (4.808, -1.482, 0.889)  0.24
H (5.214, -1.038, -0.600)  0.24
H (1.900, -0.581, -0.246)  0.49

Values from the calculation:
Energy, hartree: -461.1980
Molecular weight, g mol⁻¹: 138.17
SMILES: c1ccccc1.CC(=O)O
HOMO, eV: -9.23
Orbital gap, eV: 9.78

=====

Record 2
Density functional theory data (wB97M-V/def2-TZVPD) for the molecule C8H10O2.

Last column: natural (NBO) charge in e.
CARTESIAN COORDINATES (ANGSTROEM)
C (-2.681, -0.133, 2.069)  -0.26
O (-1.265, -0.084, 2.029)  -0.49
C (-0.710, -0.170, 0.824)  0.27
C (-1.393, -0.213, -0.348)  -0.28
C (-0.740, -0.143, -1.537)  -0.23
C (0.611, 0.184, -1.541)  0.24
O (1.232, 0.309, -2.727)  -0.69
C (1.440, 0.095, -0.401)  -0.02
C (2.995, 0.194, -0.440)  -0.63
C (0.641, -0.067, 0.821)  -0.24
H (-2.927, 0.127, 3.083)  0.21
H (-3.129, 0.426, 1.229)  0.18
H (-3.001, -1.237, 1.820)  0.17
H (-2.386, -0.372, -0.284)  0.20
H (-1.299, -0.433, -2.412)  0.23
H (1.787, 1.037, -2.756)  0.47
H (3.289, 1.137, 0.093)  0.22
H (3.312, 0.236, -1.446)  0.22
H (3.352, -0.649, 0.141)  0.23
H (0.870, -0.242, 1.780)  0.21

Values from the calculation:
Energy, hartree: -461.2447
Molecular weight, g mol⁻¹: 138.17
SMILES: COc1ccc(O)c(C)c1
HOMO, eV: -7.97
Orbital gap, eV: 8.84

=====

Record 3
Density functional theory data (wB97M-V/def2-TZVPD) for the molecule C8H10O2.

Last column: natural (NBO) charge in e.
CARTESIAN COORDINATES (ANGSTROEM)
C (-0.425, 1.464, -1.166)  -0.19
C (0.112, 0.834, -2.322)  -0.57
C (-0.329, 1.000, 0.153)  -0.09
C (1.000, -0.106, -2.312)  0.75
C (-0.231, -2.496, -0.574)  -0.12
C (0.005, -0.353, 0.398)  0.28
C (-0.450, 1.869, 1.318)  -0.61
C (0.434, -0.856, 1.710)  -0.68
O (1.832, -0.924, -2.261)  -0.46
O (-0.285, -1.182, -0.528)  -0.39
H (-0.792, 2.465, -1.338)  0.20
H (-0.237, 1.072, -3.314)  0.27
H (-0.529, -2.957, -1.402)  0.16
H (0.108, -3.063, 0.286)  0.14
H (-1.462, 1.632, 1.841)  0.20
H (-0.485, 2.880, 1.217)  0.22
H (0.347, 1.566, 1.994)  0.21
H (-0.430, -0.629, 2.586)  0.22
H (1.218, -0.247, 2.048)  0.23
H (0.597, -1.970, 1.665)  0.23

Values from the calculation:
Energy, hartree: -461.1091
Molecular weight, g mol⁻¹: 138.17
HOMO (alpha / beta), eV: -6.95 / -6.35
Orbital gap (alpha / beta), eV: 7.33 / 6.91

=====

Record 4
Density functional theory data (wB97M-V/def2-TZVPD) for the molecule C8H10O2S.

Last column: natural (NBO) charge in e.
CARTESIAN COORDINATES (ANGSTROEM)
O (-1.937, -1.614, 0.798)  -0.58
C (-1.499, -1.288, -0.269)  0.79
O (-0.634, -2.115, -0.893)  -0.67
C (-1.814, 0.064, -0.901)  -0.53
C (-1.588, 1.220, 0.089)  -0.39
C (-0.089, 1.733, 0.084)  -0.45
C (0.928, 0.695, 0.166)  -0.23
C (1.258, -0.059, 1.279)  -0.24
C (2.291, -1.030, 1.000)  -0.23
C (2.758, -0.951, -0.253)  -0.43
S (1.824, 0.132, -1.189)  0.41
H (-0.231, -1.618, -1.651)  0.48
H (-2.851, 0.041, -1.184)  0.25
H (-1.214, 0.135, -1.786)  0.20
H (-2.039, 0.857, 1.029)  0.23
H (-2.181, 2.153, -0.030)  0.21
H (-0.028, 2.465, -0.719)  0.23
H (-0.030, 2.356, 1.026)  0.23
H (0.821, 0.068, 2.275)  0.23
H (2.682, -1.676, 1.764)  0.23
H (3.574, -1.570, -0.636)  0.25

Values from the calculation:
Energy, hartree: -859.5018
Molecular weight, g mol⁻¹: 170.23
SMILES: O=C(O)CCCc1cccs1
HOMO, eV: -8.91
Orbital gap, eV: 9.48

=====

Record 5
Density functional theory data (wB97M-V/def2-TZVPD) for the molecule C8H10OS2Si2.

Last column: natural (NBO) charge in e.
CARTESIAN COORDINATES (ANGSTROEM)
C (2.063, 3.250, -0.413)  -0.26
C (-2.129, -2.287, -1.908)  -0.31
C (1.925, 2.073, 0.339)  -0.24
C (-1.312, -2.007, -0.809)  -0.19
C (0.938, 3.737, -0.925)  -0.44
C (-2.663, -1.134, -2.423)  -0.29
C (0.596, 1.660, 0.292)  -0.69
C (-1.337, -0.687, -0.392)  -0.66
O (0.832, -0.940, 1.549)  -1.28
Si (1.307, -2.337, 2.262)  1.21
Si (-0.298, 0.129, 0.988)  1.69
S (-0.405, 2.773, -0.600)  0.48
S (-2.207, 0.254, -1.451)  0.34
H (3.104, 3.784, -0.458)  0.23
H (-2.318, -3.313, -2.348)  0.24
H (2.593, 1.767, 1.129)  0.24
H (-0.772, -2.837, -0.294)  0.22
H (0.805, 4.726, -1.375)  0.24
H (-3.601, -0.978, -2.991)  0.22
H (1.573, -3.246, 1.143)  -0.19
H (2.549, -1.980, 3.233)  -0.18
H (0.248, -2.869, 3.348)  -0.19
H (-1.492, 0.461, 2.104)  -0.19

Values from the calculation:
Energy, hartree: -1761.3266
Molecular weight, g mol⁻¹: 242.47
HOMO (alpha / beta), eV: -5.17 / -8.97
Orbital gap (alpha / beta), eV: 5.83 / 6.59
Spin multiplicity: 3

=====

Record 6
Density functional theory data (wB97M-V/def2-TZVPD) for a cluster of 2 separate species, C8H11BClNO6P in total.

Last column: natural (NBO) charge in e.
CARTESIAN COORDINATES (ANGSTROEM)
C (1.623, 1.415, 2.331)  -0.61
C (1.302, -0.148, 2.099)  -0.46
C (0.275, -0.416, 0.917)  0.02
C (-1.121, -0.541, 1.058)  -0.40
B (-1.845, -0.366, 2.522)  1.07
N (-2.484, 0.981, 2.750)  -1.11
O (-1.848, -1.402, 3.524)  -0.88
C (-2.073, -0.856, -0.189)  0.53
O (-3.319, -0.852, -0.042)  -0.53
C (-1.423, -1.222, -1.607)  -0.05
Cl (-2.445, -1.786, -3.000)  0.02
C (-0.019, -1.092, -1.798)  -0.43
P (0.830, -1.489, -3.451)  1.30
O (2.529, -1.567, -3.286)  -0.96
O (0.565, -0.058, -4.385)  -0.93
C (0.851, -0.559, -0.575)  0.52
O (2.045, -0.177, -0.716)  -0.53
H (0.792, 1.911, 2.934)  0.21
H (1.842, 1.974, 1.369)  0.24
H (2.557, 1.445, 3.003)  0.21
H (2.301, -0.627, 1.789)  0.24
H (1.007, -0.688, 3.067)  0.22
H (-3.232, 1.098, 2.052)  0.41
H (-2.849, 1.056, 3.707)  0.36
H (-2.030, -0.916, 4.363)  0.48
H (2.821, -0.631, -3.136)  0.49
H (1.236, 0.577, -4.016)  0.52
O (1.364, 2.638, -5.318)  -1.35
H (0.748, 2.296, -5.964)  0.39

Values from the calculation:
Energy, hartree: -1644.0491
Molecular weight, g mol⁻¹: 294.42
HOMO, eV: -2.61
Net charge: -1
Orbital gap, eV: 3.24